C54H77AsBBiN11OPS3 | ωB97M-V/def2-TZVPD

Results
Total charge ... 0
Relative energy (zero: lowest compared OMol25 entry of this formula, charge and spin) ... 17.2 kcal per mole
Orbital gap ... 7.22 eV
E_HOMO ... -7.4 eV

Each line ends with the Mulliken charge.
Geometry (Å):
Bi  0.10453  -0.87520  0.19300  0.63
C  4.04614  -2.44873  -1.87129  -1.52
C  2.62759  -2.42139  -1.35018  1.16
N  2.22168  -1.36362  -0.66185  0.31
N  3.20970  -0.42677  -0.41822  -0.52
C  3.02011  0.61614  0.29722  -0.37
S  1.58358  1.15715  1.08383  0.23
S  4.37481  1.69156  0.61486  -0.07
C  5.83946  0.86346  -0.08421  -0.69
C  6.40663  -0.26689  0.74355  0.63
C  7.04961  -1.33174  0.12035  -0.34
C  7.60995  -2.35754  0.86758  -0.67
C  7.55564  -2.32134  2.25184  -0.47
C  6.93730  -1.25240  2.88316  -0.63
C  6.36148  -0.23782  2.13439  -0.34
C  1.88626  -3.63618  -1.58406  0.45
C  2.48369  -4.64158  -2.38875  -0.75
C  2.03973  -5.93466  -2.41564  -1.25
C  0.97789  -6.30505  -1.57716  -0.53
C  0.32554  -5.35365  -0.84535  -0.49
C  0.67682  -3.97636  -0.91479  -0.25
O  -0.11284  -3.12082  -0.36919  0.49
H  4.04378  -2.41550  -2.96154  0.24
H  4.54858  -3.35805  -1.54893  0.88
H  4.59055  -1.60209  -1.49579  -0.61
H  6.56370  1.67838  -0.14893  0.57
H  5.58707  0.54370  -1.09310  -0.07
H  7.12953  -1.35611  -0.95973  0.37
H  8.09770  -3.18360  0.36524  0.40
H  7.99482  -3.11969  2.83591  0.39
H  6.91138  -1.20231  3.96426  0.41
H  5.86708  0.58816  2.62858  0.40
H  3.32553  -4.38648  -3.01476  0.37
H  2.52567  -6.66406  -3.04910  0.43
H  0.66691  -7.34084  -1.51840  0.45
H  -0.50247  -5.61634  -0.20237  0.35
C  -3.92926  3.85692  1.39843  -1.10
C  -4.05336  2.75197  2.37794  0.91
N  -4.96593  2.61846  3.28203  -0.95
N  -4.65433  1.44691  3.91625  0.36
C  -3.55149  0.84728  3.42960  -0.47
S  -2.82517  -0.58066  3.84840  -0.36
N  -3.16241  1.70709  2.43898  0.51
N  -2.14868  1.46909  1.53379  1.49
H  -4.91053  4.27654  1.19122  0.42
H  -3.48505  3.47626  0.47802  -0.03
H  -3.28542  4.64607  1.79092  0.34
H  -5.23862  1.10140  4.65422  0.19
H  -1.95865  0.46841  1.56277  -0.67
H  -1.29528  1.93568  1.84092  -0.71
C  -5.15061  0.08667  0.37975  -1.38
C  -4.46582  0.40788  -0.95150  2.53
C  -5.37492  1.32370  -1.78377  -1.71
C  -4.11344  -0.84090  -1.74417  0.26
C  -5.07230  -1.82633  -1.94949  -0.44
C  -4.80067  -2.93125  -2.73676  -1.67
C  -3.56454  -3.06527  -3.34378  0.09
C  -2.57827  -2.10195  -3.17467  0.89
C  -1.27992  -2.20311  -3.95256  2.35
C  -0.67429  -3.60735  -3.91874  -1.99
C  -1.52156  -1.75516  -5.40032  -1.92
C  -2.86416  -0.99183  -2.36380  -0.81
N  -1.93253  0.09428  -2.32462  0.74
B  -0.66879  0.33372  -1.68217  1.43
N  -0.23179  1.58525  -2.25312  1.01
C  -1.18173  2.00716  -3.18059  -1.83
C  -2.19071  1.12644  -3.21909  -1.63
C  0.94177  2.40545  -2.18464  -0.38
C  2.08505  2.00850  -2.89484  0.42
C  3.16915  2.87674  -2.93492  -0.38
C  3.12103  4.10536  -2.30054  -1.66
C  1.98097  4.49195  -1.62173  -0.60
C  0.87565  3.65195  -1.54820  0.34
C  -0.38086  4.12824  -0.84032  2.44
C  -0.06753  4.85265  0.47362  -1.63
C  -1.19419  5.06061  -1.74842  -1.51
C  2.11988  0.69220  -3.65180  2.92
C  3.53359  0.13327  -3.81036  -2.05
C  1.48405  0.84835  -5.04075  -1.45
H  -5.37827  1.01023  0.91614  0.45
H  -4.50859  -0.53467  1.00524  -0.11
H  -6.09542  -0.43775  0.22808  0.57
H  -3.54197  0.94408  -0.72681  -1.27
H  -6.30455  0.80765  -2.03269  0.38
H  -4.89338  1.62330  -2.71312  0.26
H  -5.62386  2.22462  -1.21869  0.44
H  -6.05699  -1.71665  -1.51224  0.49
H  -5.56030  -3.68940  -2.88330  0.20
H  -3.37072  -3.93125  -3.96480  0.31
H  -0.55574  -1.52196  -3.50449  -0.94
H  -1.26715  -4.31387  -4.50286  0.37
H  -0.60161  -3.97864  -2.89586  0.33
H  0.33123  -3.58748  -4.34320  0.55
H  -2.27133  -2.39272  -5.87317  0.39
H  -0.60024  -1.81805  -5.98316  0.44
H  -1.87682  -0.72426  -5.43175  0.30
H  -1.04822  2.91706  -3.73972  1.05
H  -3.07573  1.12910  -3.83144  0.82
H  4.06197  2.60375  -3.48246  0.38
H  3.97478  4.77021  -2.34141  0.40
H  1.94604  5.46337  -1.14526  0.36
H  -0.99471  3.25336  -0.61105  -1.24
H  0.31919  5.85818  0.29598  0.46
H  0.66814  4.29940  1.05390  0.39
H  -0.97778  4.95169  1.07181  0.15
H  -0.58157  5.89760  -2.08847  0.36
H  -2.05290  5.46095  -1.20416  0.41
H  -1.56610  4.53256  -2.62516  0.30
H  1.53473  -0.03836  -3.08683  -1.43
H  4.10384  0.69602  -4.55190  0.59
H  3.48265  -0.90126  -4.15487  0.35
H  4.06841  0.15573  -2.86040  0.31
H  1.99360  1.63868  -5.59610  0.35
H  0.42756  1.09941  -4.96867  0.21
H  1.57601  -0.08351  -5.60299  0.42
C  0.87155  3.64422  6.69860  -0.96
N  -0.28309  2.75214  6.72245  0.13
C  0.15548  1.42919  7.16114  -0.96
N  1.23398  0.87844  6.34836  0.17
C  2.34391  1.82499  6.34205  -0.97
N  1.96785  3.15499  5.87039  0.13
C  1.61795  3.13858  4.45562  -1.10
P  0.15889  2.03648  4.03116  1.53
C  -0.93638  2.68195  5.42223  -1.28
C  0.79427  0.55657  4.99628  -1.15
H  1.24166  3.74241  7.72236  0.32
H  0.56057  4.62979  6.34446  0.39
H  -0.69627  0.74633  7.13997  0.41
H  0.51899  1.51471  8.18846  0.28
H  3.13943  1.43798  5.70187  0.43
H  2.71116  1.91929  7.36710  0.29
H  2.48003  2.79705  3.87483  0.34
H  1.38291  4.15682  4.13098  0.45
H  -1.80616  2.02278  5.50306  0.37
H  -1.29923  3.67882  5.15090  0.52
H  1.63662  0.13231  4.44171  0.39
H  0.00484  -0.19615  5.03436  0.40
C  -4.71580  -3.36135  1.43534  -1.25
As  -2.88785  -3.02519  0.75007  0.96
C  -3.02805  -4.48891  -0.55161  -1.02
C  -2.01018  -3.97427  2.23062  -1.23
H  -4.84038  -4.42196  1.65917  0.51
H  -5.44687  -3.07662  0.67756  0.28
H  -4.91203  -2.79050  2.34396  0.29
H  -3.03152  -5.45253  -0.03830  0.57
H  -2.20747  -4.46591  -1.26182  -0.35
H  -3.95923  -4.38611  -1.10276  0.37
H  -2.43446  -4.97393  2.33779  0.42
H  -2.18741  -3.41877  3.15166  0.37
H  -0.93541  -4.05114  2.07432  0.25